{
  "formula": "C42H31CrO4P2S6",
  "method": "ωB97M-V/def2-TZVPD",
  "symbols": ["H", "Cr", "C", "C", "C", "C", "C", "H", "H", "H", "C", "O", "H", "H", "C", "C", "C", "H", "C", "C", "P", "C", "H", "C", "H", "H", "H", "H", "S", "H", "H", "C", "C", "C", "C", "C", "C", "H", "C", "H", "C", "C", "C", "H", "S", "C", "H", "C", "C", "C", "C", "C", "C", "H", "S", "H", "H", "C", "O", "O", "H", "C", "C", "S", "H", "S", "C", "C", "H", "C", "H", "H", "S", "H", "C", "C", "O", "C", "C", "H", "H", "P", "C", "C", "H", "H"],
  "positions_angstrom": [[-0.389781, 6.304977, 0.781878], [1.227730, 1.220232, 0.512976], [-3.104400, -4.342249, -1.000320], [1.159755, -1.486929, -4.590492], [-1.890483, 4.957992, 2.923180], [3.722021, 1.076093, -1.430742], [-3.693004, 4.011799, 4.222873], [2.834459, -2.613916, -0.190380], [-4.165962, 1.962846, 3.777517], [-2.535181, -6.364997, -1.458376], [4.565374, -2.056451, 3.208135], [-0.632283, 2.233469, 0.759888], [1.677205, -1.540524, -2.496104], [-2.955201, 6.016866, 4.450964], [0.037436, -2.939247, 1.950831], [-1.068517, -0.739266, -5.091854], [0.905923, -1.337754, -3.231252], [0.602679, -3.438657, -1.560799], [2.608682, -1.867307, 1.800594], [-0.694567, 3.596578, 1.108657], [-0.750129, -0.931306, -0.991449], [-1.734046, 3.760261, 2.225309], [5.059055, -1.857483, 4.154138], [-1.255590, 6.645692, -1.151430], [-1.419391, 1.871305, 0.324802], [-1.838166, -0.491895, -5.816629], [-0.150696, -5.786337, -1.809659], [5.167620, -3.378801, 0.148923], [0.366847, 0.083964, 2.804530], [0.484249, -6.304425, 2.109669], [-3.371054, -2.238656, -0.591554], [0.758597, -0.755246, -0.127327], [-1.249760, -2.883324, 2.482151], [-0.339391, -0.896757, -2.791723], [-2.674235, -3.024152, -0.854291], [-2.561782, 2.688186, 2.553510], [-1.829657, 6.072796, -2.280851], [-2.432571, 1.729571, 2.065316], [5.258348, -2.683605, 2.182212], [-1.087166, 7.717875, -1.113527], [2.773210, 1.586419, -2.235119], [-0.438940, -3.696311, -1.403522], [3.316585, -2.493748, 0.776068], [-2.908115, -3.978557, 3.296174], [5.267640, 0.701880, -2.185851], [0.756094, 3.922894, 1.613260], [6.297776, -2.970969, 2.316008], [-0.874732, 5.855210, -0.074353], [-0.864980, -5.011865, -1.544874], [-1.341420, -2.687417, -1.058539], [3.240746, -1.657454, 3.020618], [-0.008814, -5.345014, 2.215959], [-3.536331, 2.814742, 3.539856], [2.135964, -1.818762, -4.923460], [3.560694, 0.865088, 0.276169], [-4.149080, -4.591839, -0.837616], [0.384184, -1.279582, -6.585343], [-2.000421, 4.696185, -2.322754], [1.592731, 2.966316, 1.448283], [0.978920, 5.030373, 2.098232], [1.643911, -4.256076, 1.399395], [0.175266, -1.184050, -5.524657], [0.647083, -4.186468, 1.808953], [1.198521, 2.055092, -1.690900], [-1.225615, 5.783432, 2.710534], [3.234827, 1.895021, -3.904148], [-1.905663, -4.040509, 2.885984], [4.626200, -2.912271, 0.964867], [-1.724854, -1.912998, 2.589721], [-1.326536, -0.607604, -3.731291], [-2.295002, -0.267332, -3.383148], [-4.449702, 4.109590, 4.993308], [-2.402875, 0.166116, -0.673364], [2.698454, -1.157652, 3.812506], [-1.617796, 3.903408, -1.244579], [-1.284179, -5.273095, 2.759236], [5.660473, 1.251619, -4.744975], [-2.202317, -5.337311, -1.346332], [-2.858425, 5.080573, 3.911257], [-1.732416, 2.829002, -1.339742], [-1.791120, -6.177473, 3.081126], [0.859798, -1.342083, 1.499242], [4.886531, 1.297974, -3.803007], [-1.063394, 4.473021, -0.100606], [-2.419237, 4.221663, -3.205186], [-2.126614, 6.689600, -3.122682]],
  "forces_ev_per_angstrom": [[-0.018, -0.037, -0.040], [0.775, 0.487, -1.100], [0.046, 0.081, 0.032], [-0.060, 0.093, 0.057], [-0.026, 0.016, -0.002], [0.124, -0.041, -0.032], [0.078, 0.004, -0.100], [0.040, 0.049, 0.040], [0.056, 0.054, -0.026], [0.019, 0.069, 0.011], [-0.182, 0.036, -0.047], [0.196, 0.058, -0.147], [0.015, 0.072, -0.001], [0.012, -0.023, -0.034], [-0.274, 0.064, -0.010], [0.050, -0.028, 0.083], [0.032, 0.100, -0.091], [-0.030, -0.061, 0.015], [-0.003, 0.053, -0.089], [0.054, 0.016, 0.068], [0.809, -0.243, -0.217], [-0.038, -0.009, 0.068], [-0.047, -0.012, -0.049], [-0.001, -0.046, -0.010], [-0.304, -0.317, -0.287], [0.029, -0.013, 0.058], [-0.045, 0.073, 0.023], [-0.029, 0.025, 0.027], [0.338, 0.008, 0.019], [-0.003, 0.007, -0.012], [-0.009, -0.008, 0.021], [-1.406, -0.046, 0.686], [-0.015, -0.002, 0.036], [-0.102, 0.166, -0.065], [0.011, -0.159, -0.043], [-0.052, -0.036, 0.107], [0.010, -0.082, 0.088], [-0.031, 0.060, 0.042], [0.000, 0.014, -0.005], [-0.009, -0.073, 0.018], [-0.019, 0.035, -0.145], [-0.143, -0.118, 0.069], [0.004, -0.012, -0.063], [0.047, 0.024, -0.012], [0.009, 0.079, -0.035], [0.208, -0.161, -0.015], [-0.106, 0.009, 0.018], [-0.021, 0.057, -0.022], [0.102, 0.132, 0.006], [0.129, -0.201, 0.239], [0.114, -0.121, -0.055], [0.068, 0.171, -0.062], [0.050, 0.044, -0.034], [0.014, 0.022, 0.026], [-0.373, 0.017, 0.375], [0.072, 0.046, -0.009], [-0.016, -0.007, 0.052], [0.015, 0.019, 0.060], [-0.461, 0.259, 0.326], [-0.054, -0.382, -0.122], [0.050, -0.027, -0.018], [0.006, 0.013, 0.080], [-0.187, -0.018, 0.127], [-0.048, -0.098, 0.450], [-0.027, -0.037, 0.015], [-0.025, -0.100, -0.050], [-0.035, 0.143, -0.049], [-0.081, 0.072, 0.002], [-0.001, -0.048, 0.003], [0.091, 0.028, -0.054], [0.029, 0.017, -0.006], [0.024, 0.009, -0.007], [-0.046, 0.150, 0.110], [-0.005, 0.068, 0.012], [-0.006, 0.015, -0.086], [0.044, -0.074, -0.020], [-0.283, 0.110, 0.388], [0.006, 0.011, 0.002], [0.001, -0.048, -0.005], [-0.017, 0.067, 0.039], [0.020, 0.050, -0.029], [0.552, -0.367, -0.371], [0.215, -0.220, -0.324], [0.000, -0.008, -0.019], [0.045, 0.032, 0.084], [0.032, -0.023, 0.036]],
  "spin_multiplicity": 2,
  "fmax_ha_per_bohr": 0.030,
  "s_squared": 0.790,
  "total_charge": -2,
  "mol_weight_g_mol": 906.1,
  "lumo_ev": [4.14, 4.14],
  "e_tot_ev": -164263.3565,
  "orbital_gap_ev": [5.6832, 5.7214],
  "homo_energy_ev": [-1.5, -1.6]
}